Here is the molecule C5H8N2 from the OMol25 dataset. Energies are from ωB97M-V/def2-TZVPD.

Positions of all 15 atoms, in Å:
N1 0.72212 -1.68461 1.70481
C1 0.06022 -0.74632 1.55132
C2 -0.59148 0.39927 0.88980
N2 -2.03992 0.49822 1.03157
C3 -0.16767 0.21245 -0.67734
C4 0.79336 -0.88926 -1.07276
C5 1.23229 0.54314 -1.17614
H1 -0.16080 1.31396 1.32560
H2 -2.35443 0.91512 1.90476
H3 -2.49844 -0.40060 0.93531
H4 -1.04341 0.45827 -1.27350
H5 1.12630 -1.44814 -0.18417
H6 0.69785 -1.54491 -1.93938
H7 1.38487 1.00458 -2.15759
H8 1.94819 0.90278 -0.43944

Results
- HOMO energy: -10.17 eV
- Electronic energy: -304.763950 Ha
- SMILES: N#C[C@H](N)C1CC1
- Max |F|: 1.43 eV/A
- LUMO: 0.84 eV
- Charge: 0
- Relative energy (zero: lowest compared OMol25 entry of this formula, charge and spin): 44.90 kcal/mol

Results of the Mulliken charge analysis, in e, for atoms 1 through 5: -0.569 0.330 0.025 -0.638 -0.241